An isolated molecule of C7H11N3O3S at a distorted geometry, computed with wB97M-V/def2-TZVPD.

```
25
Properties=species:S:1:pos:R:3:forces:R:3
C 2.057 0.295 -1.570 0.5205 -0.5284 0.0179
C 1.386 1.172 -0.899 -0.0132 -0.0930 0.0179
C 0.783 0.696 1.438 0.1084 0.2555 -0.1596
C 0.332 -0.002 4.412 0.1362 -0.0501 -0.3212
C -2.656 -0.582 -6.079 -0.4420 -0.3052 0.0946
C 1.575 1.618 0.520 -0.0066 -0.3223 0.1802
C 1.008 -0.766 3.282 -0.3975 -0.2182 0.3073
N 0.342 1.894 -1.548 0.1539 1.2758 1.2603
N -0.275 1.678 -2.547 -1.9891 1.2634 -0.2915
N -1.489 0.090 -4.209 -2.5573 -0.3453 -0.3993
O -0.400 0.503 1.364 -0.1050 -0.0385 -0.0178
O 1.594 0.122 2.325 0.3610 0.0495 0.1095
O -1.614 0.234 -5.596 1.4020 0.4073 0.6659
S -0.074 0.425 -3.621 2.5693 -1.4048 -1.2519
H 2.085 -0.174 -2.524 0.1620 -0.2121 -0.3307
H 1.030 0.700 4.862 0.0464 0.0436 0.0732
H -0.527 0.544 4.027 -0.0331 0.0151 0.0520
H -0.004 -0.700 5.175 -0.0442 -0.0431 0.0637
H -3.580 -0.399 -5.526 0.0590 0.0077 -0.0119
H -2.391 -1.641 -6.003 -0.0050 0.1040 -0.0211
H -2.783 -0.304 -7.124 0.0279 -0.0108 0.0575
H 1.175 2.627 0.621 0.0429 -0.0204 0.0050
H 2.624 1.585 0.805 -0.0564 0.0788 -0.0551
H 0.284 -1.410 2.775 0.1584 0.0426 0.0375
H 1.843 -1.364 3.651 -0.0986 0.0491 -0.0825
```
Forces are in eV/Å.

Summary:
LUMO energy (alpha / beta): -0.051 / -0.036 Ha
Kohn-Sham gap (alpha / beta): 6.96 / 7.48 eV

A structure of composition C46H44FeN2O3P3S2, computed with wB97M-V/def2-TZVPD.

```
101
Properties=species:S:1:pos:R:3:forces:R:3
Fe -0.081 0.034 -0.221 0.3934 -0.4507 -0.1941
C -1.743 -2.179 1.918 -0.0649 0.0164 -0.0484
C -0.763 -1.556 2.907 0.0613 0.0296 -0.0007
P -0.411 0.170 2.418 -0.1245 0.1919 -0.1101
C -1.949 1.091 2.699 -0.0098 0.0188 0.0523
C -2.041 2.378 2.170 -0.0120 0.0150 -0.0098
C -3.150 3.166 2.435 0.0096 0.0155 -0.0052
C -4.181 2.670 3.219 -0.0092 0.0084 -0.0015
C -4.100 1.388 3.744 -0.0192 0.0094 0.0079
C -2.985 0.603 3.493 0.0183 -0.0234 -0.0084
C 0.705 0.811 3.699 0.0310 -0.0725 0.0600
C 1.108 2.143 3.651 -0.0045 0.0112 -0.0554
C 1.908 2.667 4.653 0.0116 0.0322 -0.0170
C 2.317 1.866 5.709 0.0112 -0.0058 0.0194
C 1.916 0.538 5.767 0.0128 0.0222 0.0200
C 1.111 0.011 4.769 -0.0178 -0.0001 -0.0287
P -0.961 -2.306 0.280 0.0751 0.1181 -0.0202
C 0.246 -3.653 0.380 -0.0925 -0.1308 0.0213
C 1.149 -3.868 -0.663 -0.0067 -0.0103 0.0170
C 1.967 -4.987 -0.654 0.0042 0.0207 -0.0389
C 1.918 -5.884 0.401 0.0171 -0.0211 0.0003
C 1.045 -5.662 1.457 -0.0024 -0.0084 0.0100
C 0.206 -4.560 1.443 0.0136 0.0330 0.0214
C -2.272 -2.843 -0.853 -0.0249 -0.0759 0.0513
C -1.940 -3.501 -2.035 0.0298 0.0227 -0.0880
C -2.934 -3.907 -2.914 0.0354 -0.0005 -0.0001
C -4.269 -3.674 -2.616 -0.0300 0.0077 0.0314
C -4.610 -3.024 -1.435 -0.0001 -0.0382 -0.0273
C -3.618 -2.601 -0.561 0.0289 -0.0304 0.0253
H -2.609 -1.527 1.798 -0.0123 0.0150 0.0119
H -2.121 -3.146 2.252 0.0360 -0.0121 0.0000
H 0.191 -2.092 2.915 0.0057 -0.0090 -0.0090
H -1.158 -1.583 3.923 -0.0108 0.0168 0.0108
H -1.251 2.772 1.539 0.0043 -0.0188 0.0204
H -3.210 4.165 2.023 -0.0069 -0.0086 0.0122
H -5.049 3.283 3.423 0.0136 -0.0062 -0.0079
H -4.901 1.003 4.361 0.0144 -0.0031 -0.0079
H -2.934 -0.385 3.933 -0.0036 0.0129 0.0048
H 0.801 2.784 2.834 -0.0064 -0.0146 0.0059
H 2.211 3.705 4.609 -0.0043 -0.0142 -0.0032
H 2.941 2.277 6.492 -0.0131 -0.0098 -0.0135
H 2.222 -0.087 6.596 -0.0054 0.0017 -0.0121
H 0.816 -1.027 4.839 -0.0114 -0.0024 -0.0085
H 1.207 -3.171 -1.485 0.0040 0.0194 -0.0125
H 2.650 -5.153 -1.478 -0.0086 -0.0097 0.0136
H 2.558 -6.757 0.403 -0.0091 0.0134 0.0006
H 1.003 -6.357 2.285 0.0000 0.0061 -0.0072
H -0.485 -4.429 2.266 0.0122 -0.0018 -0.0154
H -0.906 -3.704 -2.279 -0.0087 0.0098 0.0134
H -2.663 -4.418 -3.828 0.0021 -0.0018 0.0100
H -5.044 -4.010 -3.293 0.0069 0.0093 0.0072
H -5.650 -2.857 -1.186 0.0129 0.0202 -0.0096
H -3.913 -2.088 0.344 -0.0014 -0.0046 -0.0002
O 0.562 1.203 -1.908 -0.0192 -0.0557 -0.0650
S 0.951 0.036 -2.770 0.1760 0.5000 0.0092
O 0.495 0.083 -4.119 -0.0881 -0.0037 -0.0243
O 0.482 -1.129 -1.971 -0.1478 -0.2117 0.1253
C 2.712 0.030 -2.745 -0.0790 -0.0054 -0.0249
C 3.396 0.017 -3.948 -0.0288 -0.0051 -0.1104
C 4.781 0.097 -3.939 0.0392 0.0070 0.0300
C 5.462 0.205 -2.735 -0.0353 -0.0064 -0.0192
C 4.763 0.215 -1.535 -0.0148 -0.0129 -0.0262
C 3.376 0.118 -1.523 0.0499 -0.0588 0.0479
P 2.507 0.126 0.083 -0.1403 0.0459 0.1554
C 3.006 1.706 0.813 0.0194 0.0355 0.0029
C 2.257 2.833 0.471 0.0414 0.0289 0.0184
C 2.629 4.085 0.938 0.0104 0.0042 0.0021
C 3.747 4.216 1.751 -0.0154 0.0063 -0.0036
C 4.496 3.098 2.090 0.0106 0.0135 0.0147
C 4.132 1.845 1.620 0.0178 -0.0121 0.0149
C 3.309 -1.195 1.024 0.0214 -0.0399 -0.0003
C 3.893 -2.287 0.385 -0.0390 -0.0097 0.0323
C 4.424 -3.326 1.136 0.0240 -0.0190 0.0027
C 4.370 -3.291 2.521 0.0064 -0.0247 -0.0211
C 3.787 -2.206 3.162 -0.0034 0.0191 0.0279
C 3.261 -1.162 2.418 -0.0153 0.0316 0.0184
H 2.848 -0.041 -4.879 -0.0022 0.0019 0.0311
H 5.325 0.087 -4.874 -0.0002 0.0032 0.0072
H 6.541 0.285 -2.727 -0.0119 -0.0043 -0.0014
H 5.306 0.297 -0.602 -0.0029 -0.0033 0.0086
H 1.401 2.744 -0.188 -0.0311 -0.0258 -0.0163
H 2.053 4.958 0.661 0.0084 -0.0101 0.0027
H 4.041 5.194 2.112 -0.0033 -0.0098 -0.0014
H 5.372 3.201 2.718 -0.0114 -0.0025 -0.0122
H 4.727 0.981 1.887 -0.0100 0.0166 0.0000
H 3.941 -2.336 -0.695 -0.0043 0.0239 -0.0074
H 4.885 -4.165 0.631 -0.0065 0.0123 0.0192
H 4.792 -4.101 3.101 -0.0045 0.0075 -0.0086
H 3.759 -2.161 4.244 0.0002 0.0043 -0.0162
H 2.842 -0.305 2.928 0.0008 -0.0211 -0.0210
C -2.246 1.815 -4.526 0.0269 0.0359 -0.0248
N -2.050 1.728 -3.085 -0.0459 0.0287 0.0095
C -2.495 0.744 -2.338 0.0194 -0.2160 0.0412
N -3.182 -0.250 -2.874 -0.0190 -0.0465 -0.0405
S -2.297 0.789 -0.595 -0.0449 0.1176 0.1207
H -1.971 2.814 -4.848 0.0363 -0.0158 0.0002
H -3.300 1.670 -4.768 0.0173 -0.0045 -0.0014
H -1.622 1.086 -5.045 -0.0331 -0.0055 0.0058
H -1.409 2.360 -2.635 -0.0127 0.1090 0.0108
H -3.352 -0.305 -3.866 0.0507 -0.0180 0.0125
H -3.485 -1.021 -2.293 -0.0518 0.0824 -0.0126
```
Forces are in eV/Å.

Summary:
LUMO energy (alpha / beta): -0.157 / -0.248 Ha
Kohn-Sham gap (alpha / beta): 8.94 / 6.87 eV
charge: +2
2S+1: 6

A structure of composition C27H24BaClN4O4S2 at a distorted geometry, computed with wB97M-V/def2-TZVPD.

```
63
Properties=species:S:1:pos:R:3:forces:R:3
Ba -1.747 1.049 -1.988 2.2046 -1.7629 -1.0836
C 2.062 1.043 -3.724 0.0447 0.0778 0.0175
N 1.565 0.505 -2.457 -0.0994 -0.0010 -0.0241
C 1.832 -0.924 -2.356 0.0660 0.0062 0.0037
C 0.928 -1.749 -3.257 -0.0132 -0.0546 -0.0512
N -0.418 -1.933 -2.735 -0.1157 0.0157 0.1738
C -1.261 -2.540 -3.763 -0.0470 0.0296 -0.0884
C -0.527 -2.687 -1.507 0.1215 -0.0080 -0.1618
C 0.483 -3.568 -1.118 -0.0444 0.0120 0.0536
C 0.385 -4.323 0.041 0.0086 0.0632 0.0164
C -0.748 -4.194 0.830 0.0882 -0.0504 0.0560
C -1.760 -3.340 0.441 -0.1564 0.0299 0.0683
C -1.700 -2.575 -0.731 -0.0563 0.0102 -0.1570
S -3.086 -1.594 -1.175 -0.0827 -0.0338 0.1705
C 2.048 1.290 -1.350 -0.0074 -0.1123 -0.0566
C 3.068 0.810 -0.532 -0.0320 0.0250 0.0728
C 3.506 1.523 0.574 -0.0284 -0.0278 -0.0381
C 2.922 2.748 0.854 0.0651 -0.0236 0.0676
C 1.941 3.249 0.020 -0.0589 0.1497 0.0304
C 1.485 2.561 -1.108 -0.0619 -0.0622 -0.0660
S 0.280 3.316 -2.137 0.0273 0.2389 -0.0808
H 3.142 0.855 -3.827 0.0040 0.0090 -0.0040
H 1.866 2.113 -3.756 0.0221 -0.0287 -0.0060
H 1.551 0.584 -4.570 -0.0201 -0.0031 -0.0290
H 1.690 -1.232 -1.319 -0.0401 0.0033 -0.0196
H 2.880 -1.155 -2.618 -0.0223 0.0139 0.0099
H 1.410 -2.713 -3.491 0.0077 0.0287 0.0372
H 0.819 -1.247 -4.220 -0.0003 -0.0134 0.0127
H -0.848 -3.506 -4.094 -0.0150 0.0019 0.0035
H -1.316 -1.878 -4.631 -0.0058 0.0028 -0.0159
H -2.266 -2.683 -3.369 0.0244 -0.0173 -0.0295
H 1.367 -3.672 -1.728 0.0817 -0.0001 -0.0341
H 1.188 -4.990 0.324 0.0344 -0.0271 0.0018
H -0.846 -4.754 1.751 0.0109 -0.0244 0.0097
H -2.650 -3.241 1.048 -0.0123 -0.0042 0.0108
H 3.520 -0.148 -0.746 0.0260 -0.0418 0.0036
H 4.280 1.117 1.210 0.0336 -0.0228 0.0227
H 3.229 3.318 1.722 0.0168 0.0073 0.0254
H 1.490 4.210 0.230 -0.0064 0.0112 0.0020
O -5.216 3.861 2.721 0.1618 -0.0280 0.0078
C -4.405 3.133 3.473 -0.1428 0.3194 -0.1228
O -4.544 3.057 4.670 -0.0558 -0.0543 0.0687
C -3.285 2.441 2.783 0.0611 -0.1226 0.1043
C -2.281 1.745 3.429 -0.1799 0.0198 0.2316
Cl -2.086 1.392 5.083 -0.2008 0.0440 0.0457
N -1.435 1.261 2.499 0.0045 0.1682 -0.4075
N -1.844 1.590 1.260 -0.0142 -0.0327 -0.0443
C -2.951 2.293 1.415 0.0772 0.0030 0.1036
C -3.636 2.790 0.179 0.0191 0.1445 -0.2580
O -4.599 3.557 0.264 0.0225 0.0287 0.1334
O -3.126 2.363 -0.901 -1.9480 1.5831 1.1766
C -0.219 0.545 2.652 -0.0105 -0.0639 0.0017
C 0.105 -0.400 1.693 -0.0071 -0.2211 -0.0306
C 1.287 -1.109 1.819 0.0034 0.0225 0.0302
C 2.139 -0.871 2.889 -0.0689 -0.0094 -0.0381
C 1.805 0.089 3.831 0.0052 -0.0107 0.0045
C 0.624 0.806 3.717 0.2800 0.1569 0.0728
H -4.959 3.838 1.739 -0.1431 -0.1828 0.1194
H -0.580 -0.609 0.881 0.0062 0.0150 0.0495
H 1.523 -1.862 1.082 0.0386 -0.0721 -0.0576
H 3.061 -1.429 2.982 0.0400 -0.0165 0.0086
H 2.467 0.299 4.660 0.0463 -0.0143 0.0158
H 0.388 1.576 4.441 0.0436 -0.0932 -0.1394
```
Forces are in eV/Å.

Summary:
LUMO energy: 0.070 Ha
Kohn-Sham gap: 6.42 eV
charge: -1

A structure of composition C3H7FGaO2S at a distorted geometry, computed with wB97M-V/def2-TZVPD.

```
15
Properties=species:S:1:pos:R:3:forces:R:3
C 2.109 0.145 -0.058 -0.3454 0.0141 0.5385
C 1.464 -1.173 -0.358 -0.6263 1.9104 1.5759
O 1.979 -1.908 -1.104 1.9451 -2.8830 -2.6555
O 0.342 -1.525 0.229 -0.9959 0.5044 0.7736
C -0.499 -0.454 0.760 -0.4194 0.3206 -0.4322
Ga -1.455 0.704 -0.623 0.0176 -0.1451 -0.0569
F -0.634 2.353 -0.671 -0.0578 -0.1961 0.0672
S -3.592 1.121 0.209 -0.0710 0.2115 0.0405
H 3.171 -0.001 -0.072 0.5215 -0.0468 -0.3131
H 1.843 0.535 0.907 -0.1570 0.2980 0.3434
H 1.795 0.848 -0.809 -0.0613 0.4916 -0.3158
H 0.030 0.188 1.451 0.3585 -0.0012 0.2375
H -1.257 -0.945 1.342 -0.3325 -0.4686 0.2398
H -1.498 0.124 -2.100 0.0597 0.0484 0.0107
H -3.798 -0.010 0.897 0.1642 -0.0582 -0.0535
```
Forces are in eV/Å.

Summary:
LUMO energy: 0.124 Ha
Kohn-Sham gap: 8.27 eV
charge: -1